No. 1
100
Properties=species:S:1:pos:R:3:forces:R:3 method="wB97M-V/def2-TZVPD" e_homo_ev="-6.595 / -7.357" s_squared=6.0189 orbital_gap_ev="7.077 / 5.497" lumo_energy_ev="0.5 / -1.9" e_above_lowest_kcal_mol=0.00 spin_multiplicity=5 total_charge=0
Rh 0.706 0.569 0.128 -0.193 0.377 0.491
O -1.280 0.708 5.228 0.019 0.134 0.019
C -0.706 2.005 5.101 -0.093 -0.132 0.027
C -0.008 2.114 3.743 0.113 0.001 -0.127
C 0.452 3.583 3.657 0.101 -0.035 -0.150
O 1.508 3.840 2.739 -0.138 -0.016 0.239
C -1.037 1.747 2.665 0.071 0.092 -0.054
Se -0.710 2.479 0.866 0.053 -0.291 -0.116
C 1.175 1.138 3.790 0.029 0.093 -0.045
Se 2.142 0.630 2.167 -0.281 -0.237 -0.364
H -1.806 0.676 6.032 -0.002 0.008 0.017
H 0.024 2.188 5.898 0.012 -0.040 0.040
H -1.478 2.781 5.161 -0.050 0.008 0.021
H 0.823 3.901 4.634 0.058 0.001 0.007
H -0.419 4.201 3.417 -0.047 0.051 0.003
H 1.166 3.589 1.865 -0.019 -0.077 -0.042
H -2.019 2.124 2.949 -0.026 0.026 0.001
H -1.128 0.668 2.562 -0.022 -0.037 0.048
H 0.823 0.191 4.196 -0.018 -0.014 0.020
H 1.944 1.535 4.453 -0.008 0.000 0.036
C -0.455 -2.200 3.127 -0.129 -0.081 0.068
C -1.617 -2.846 2.365 -0.012 0.048 0.094
C -2.294 -3.914 3.231 0.022 0.061 -0.037
C -2.602 -1.794 1.883 0.043 -0.014 -0.053
C -3.567 -1.283 2.746 -0.006 0.075 0.032
C -4.504 -0.364 2.301 0.022 -0.029 -0.010
C -4.510 0.033 0.973 0.024 0.048 0.010
C -3.555 -0.442 0.079 -0.021 0.026 -0.006
C -3.643 -0.062 -1.392 -0.027 -0.004 0.063
C -3.716 1.448 -1.617 -0.059 -0.012 0.012
C -4.849 -0.753 -2.038 0.010 -0.032 -0.003
C -2.579 -1.326 0.562 -0.059 -0.076 -0.052
N -1.570 -1.791 -0.336 -0.071 -0.047 -0.035
B -0.308 -1.166 -0.670 -0.028 -0.443 -0.136
N 0.139 -1.955 -1.797 -0.066 -0.096 -0.065
C -0.810 -2.942 -2.097 0.269 0.110 0.079
C -1.827 -2.845 -1.222 -0.037 0.176 0.141
C 1.267 -1.718 -2.640 -0.062 0.016 0.007
C 1.093 -0.907 -3.773 0.004 0.055 0.107
C 2.203 -0.640 -4.566 0.048 0.016 -0.025
C 3.445 -1.171 -4.254 -0.010 -0.009 -0.002
C 3.593 -1.984 -3.142 0.027 0.046 -0.020
C 2.512 -2.270 -2.314 -0.055 -0.055 0.014
C 2.703 -3.174 -1.107 0.069 0.040 -0.072
C 3.133 -4.580 -1.538 -0.009 0.028 -0.027
C 3.706 -2.576 -0.116 -0.002 -0.018 -0.049
C -0.255 -0.289 -4.114 0.049 0.008 -0.102
C -0.297 1.198 -3.746 -0.034 -0.022 -0.017
C -0.619 -0.499 -5.587 0.028 0.000 0.019
H 0.247 -2.959 3.486 -0.056 0.043 -0.030
H -0.840 -1.646 3.990 0.071 -0.013 -0.050
H 0.094 -1.509 2.487 0.026 0.034 -0.038
H -1.211 -3.339 1.481 0.029 -0.015 -0.040
H -2.563 -3.517 4.214 -0.009 -0.028 -0.038
H -1.609 -4.748 3.394 -0.006 0.012 0.014
H -3.201 -4.301 2.761 0.049 0.013 0.007
H -3.589 -1.610 3.779 0.002 0.011 -0.062
H -5.248 0.026 2.987 0.017 -0.012 -0.022
H -5.273 0.720 0.622 0.043 -0.032 0.030
H -2.746 -0.431 -1.890 0.062 0.015 0.009
H -4.622 1.873 -1.174 0.054 -0.012 -0.047
H -3.736 1.667 -2.689 -0.009 -0.016 0.063
H -2.857 1.952 -1.177 0.047 0.030 0.032
H -5.783 -0.412 -1.582 0.042 -0.016 -0.014
H -4.794 -1.838 -1.920 -0.008 0.039 -0.007
H -4.892 -0.527 -3.107 0.002 -0.014 0.048
H -0.672 -3.644 -2.906 0.019 0.065 0.043
H -2.722 -3.447 -1.153 0.069 0.075 0.024
H 2.101 0.000 -5.436 -0.004 -0.045 0.057
H 4.300 -0.951 -4.882 -0.021 -0.008 0.020
H 4.569 -2.398 -2.911 -0.046 0.013 -0.001
H 1.744 -3.255 -0.600 -0.067 0.002 0.031
H 4.109 -4.560 -2.031 -0.061 -0.007 0.031
H 2.413 -5.012 -2.236 0.032 0.006 0.025
H 3.207 -5.241 -0.670 0.004 0.036 -0.032
H 4.692 -2.458 -0.575 -0.050 -0.022 0.037
H 3.813 -3.222 0.760 -0.006 0.036 -0.059
H 3.370 -1.595 0.223 -0.010 0.045 0.025
H -1.013 -0.792 -3.515 -0.057 -0.057 0.025
H 0.538 1.738 -4.208 -0.079 -0.027 0.037
H -0.226 1.333 -2.663 -0.047 0.006 -0.133
H -1.233 1.650 -4.087 0.036 -0.039 0.014
H 0.051 0.054 -6.251 -0.052 -0.029 0.035
H -1.636 -0.147 -5.774 0.038 -0.001 0.000
H -0.567 -1.556 -5.858 0.001 0.042 0.004
C 1.537 4.491 -1.229 0.082 0.042 0.059
N 2.551 3.874 -0.396 -0.197 0.198 -0.168
C 3.464 4.660 0.438 -0.009 0.028 -0.035
C 4.255 3.564 1.150 0.018 -0.066 -0.145
N 4.091 2.448 0.208 0.163 0.027 0.096
C 2.985 2.625 -0.537 0.065 0.054 0.239
S 2.262 1.409 -1.495 0.355 0.059 -0.022
H 1.081 5.309 -0.675 -0.012 -0.007 0.017
H 0.774 3.760 -1.474 -0.019 -0.069 0.005
H 1.967 4.876 -2.158 0.033 0.024 0.022
H 2.912 5.296 1.128 -0.033 -0.051 -0.002
H 4.101 5.283 -0.197 0.011 -0.007 -0.033
H 3.806 3.319 2.112 -0.055 -0.035 0.003
H 5.303 3.820 1.283 0.031 -0.004 -0.036
H 4.308 1.508 0.499 0.025 -0.050 -0.050

No. 2
97
Properties=species:S:1:pos:R:3:forces:R:3 method="wB97M-V/def2-TZVPD" e_homo_ev="-17.216 / -19.136" s_squared=8.8144 orbital_gap_ev="5.060 / 4.805" lumo_energy_ev="-12.2 / -14.3" e_above_lowest_kcal_mol=43.48 spin_multiplicity=6 total_charge=+4
N 3.464 -4.106 2.792 0.009 0.086 0.428
C 2.288 -4.301 2.201 -0.166 0.319 -0.667
C 1.894 -3.584 1.070 0.513 0.314 -0.187
C 2.723 -2.521 0.602 0.629 -0.728 0.843
C 3.963 -2.317 1.280 -0.485 -0.222 0.089
C 4.286 -3.153 2.363 -0.127 0.394 -0.694
C 2.369 -1.752 -0.550 -0.377 0.564 0.235
Ir 0.725 0.892 -0.310 0.351 -1.668 0.610
P -0.516 2.519 -1.166 -0.664 1.795 -1.952
C 2.678 -0.385 -0.713 1.601 -0.011 -1.473
C 2.771 0.203 -2.071 0.227 -0.862 1.750
C 3.668 1.283 -2.279 -0.198 1.270 -0.737
C 3.378 2.168 -3.306 0.711 -0.306 1.212
C 2.220 1.907 -4.053 -0.132 1.930 -2.290
C 1.667 0.625 -4.147 -0.287 -1.114 0.673
C 1.985 -0.280 -3.138 -0.855 0.915 -1.412
Br 1.549 3.375 -5.166 1.283 -1.671 0.706
H 1.797 -2.257 -1.330 0.070 0.062 0.185
H 3.364 0.121 -0.020 -0.284 -0.578 -0.147
H 0.985 -3.841 0.530 0.042 0.056 0.136
H 4.696 -1.593 0.921 -0.233 -0.148 0.116
H 1.635 -5.073 2.614 0.322 0.114 -0.071
H 5.249 -3.037 2.872 -0.367 -0.172 -0.139
H 4.512 1.444 -1.604 -0.324 -0.001 -0.189
H 1.596 -1.293 -3.124 -0.156 0.229 -0.114
H 3.963 3.071 -3.490 -0.144 -0.284 0.099
H 0.985 0.402 -4.961 0.050 -0.123 0.129
P 1.318 1.697 1.681 1.569 0.965 2.781
C -1.372 1.649 -2.531 -0.239 0.087 0.005
C -1.532 2.437 -3.816 0.017 0.110 -0.765
H -2.353 1.357 -2.125 0.160 -0.007 -0.029
H -0.815 0.717 -2.721 -0.204 0.280 0.043
H -2.012 1.808 -4.577 -0.026 0.183 0.175
H -2.133 3.347 -3.698 0.145 -0.291 -0.004
H -0.552 2.717 -4.231 -0.678 -0.081 0.339
C 0.679 3.781 -1.727 0.211 0.013 -0.394
C 0.154 5.122 -2.226 -0.036 0.390 -0.236
H 1.236 3.287 -2.527 -0.098 0.111 0.256
H 1.408 3.944 -0.918 -0.296 -0.164 -0.366
H 0.979 5.652 -2.720 -0.162 -0.048 0.185
H -0.641 5.011 -2.974 0.250 0.058 0.222
H -0.201 5.761 -1.406 0.053 -0.182 -0.270
C -1.754 3.468 -0.238 -0.012 -0.103 0.765
C -2.766 4.228 -1.087 -0.295 0.290 -0.380
H -1.181 4.163 0.394 -0.114 -0.152 -0.093
H -2.280 2.791 0.442 -0.023 0.160 -0.102
H -3.449 4.779 -0.432 0.128 -0.172 -0.032
H -2.291 4.968 -1.735 -0.178 -0.208 0.160
H -3.374 3.563 -1.708 0.079 0.066 0.131
C 0.124 1.937 3.088 -0.283 -0.207 -0.160
C -0.713 3.210 3.159 -0.251 0.112 0.075
H 0.737 1.864 4.003 -0.041 0.035 -0.480
H -0.537 1.058 3.086 0.319 0.147 0.277
H -1.104 3.303 4.181 0.054 0.014 -0.270
H -0.131 4.113 2.960 -0.080 -0.078 -0.008
H -1.579 3.188 2.487 0.222 0.075 0.138
C 2.102 3.356 1.445 -0.162 -0.127 0.199
C 3.486 3.321 0.791 0.143 0.095 0.029
H 2.160 3.837 2.431 0.029 -0.116 -0.147
H 1.404 3.960 0.845 0.150 -0.178 0.452
H 3.812 4.347 0.569 -0.053 -0.297 0.047
H 4.227 2.890 1.472 -0.087 0.046 -0.142
H 3.510 2.750 -0.149 -0.157 0.185 0.250
C 2.552 0.635 2.562 0.315 0.032 -0.157
C 1.981 -0.474 3.453 -0.009 -0.138 -0.026
H 3.189 1.310 3.150 -0.149 -0.071 -0.055
H 3.195 0.171 1.802 -0.050 0.250 0.396
H 2.810 -0.982 3.961 -0.185 0.099 -0.121
H 1.315 -0.098 4.233 0.139 -0.087 -0.108
H 1.440 -1.233 2.869 0.064 0.164 0.091
C -5.026 -6.034 -0.966 -0.572 -0.090 0.385
C -3.539 -5.749 -0.898 0.191 0.741 -0.927
N -3.229 -4.591 -0.039 0.057 -2.506 0.485
C -3.578 -4.743 1.377 -0.628 -0.355 0.477
C -2.424 -4.639 2.370 0.561 -0.018 0.091
C -2.205 -3.746 -0.460 2.155 1.747 -1.920
O -1.357 -4.091 -1.287 -1.850 -0.013 1.701
C -2.196 -2.349 0.081 0.179 0.308 -0.353
C -3.257 -1.787 0.803 0.425 -0.232 -0.330
C -3.043 -0.558 1.389 0.098 0.773 0.079
C -1.898 0.174 1.075 -0.142 -0.609 0.032
N -0.936 -0.304 0.256 -1.084 -1.335 -0.080
C -1.080 -1.556 -0.236 -0.465 0.087 0.739
H -5.410 -6.369 -0.001 -0.148 -0.038 -0.181
H -5.180 -6.838 -1.690 0.040 0.105 0.100
H -5.584 -5.151 -1.292 0.102 -0.175 -0.012
H -2.987 -6.622 -0.513 0.001 0.184 0.185
H -3.160 -5.511 -1.894 0.109 -0.131 0.199
H -4.345 -4.006 1.654 -0.006 -0.215 -0.177
H -4.049 -5.728 1.470 0.050 0.309 -0.137
H -2.050 -3.621 2.467 0.070 -0.007 0.008
H -2.783 -4.944 3.364 -0.032 0.020 -0.407
H -1.595 -5.305 2.092 -0.247 0.119 0.064
H -4.224 -2.284 0.854 0.320 0.214 0.292
H -3.748 -0.128 2.093 -0.124 0.024 -0.293
H -1.768 1.176 1.471 0.071 -0.293 -0.035
H -0.286 -1.922 -0.884 -0.322 -0.033 0.209

No. 3
99
Properties=species:S:1:pos:R:3:forces:R:3 method="wB97M-V/def2-TZVPD" e_homo_ev="-12.153 / -12.156" s_squared=0.7639 orbital_gap_ev="7.022 / 4.717" lumo_energy_ev="-5.1 / -7.4" spin_multiplicity=2 total_charge=+2
P -3.261 2.098 -1.390 2.797 -0.748 1.002
C -4.163 0.676 -1.750 -1.181 -0.352 0.039
C -5.449 1.122 -1.325 -0.163 -0.819 -0.574
H -5.486 1.901 -0.555 -0.390 -0.200 -0.334
C -6.581 0.600 -1.933 -0.033 -0.163 0.274
H -7.557 0.990 -1.621 0.288 -0.396 -0.314
C -6.430 -0.404 -2.906 -0.329 0.568 0.396
H -7.339 -0.792 -3.363 0.322 -0.021 -0.046
C -5.171 -0.898 -3.268 0.073 -0.083 0.459
H -5.109 -1.707 -3.992 0.066 0.167 0.175
C -4.016 -0.384 -2.680 -0.249 0.572 0.174
H -3.034 -0.797 -2.909 -0.207 0.273 -0.125
C -2.834 2.447 0.311 -0.218 0.580 0.204
C -3.295 1.764 1.460 0.285 0.078 -0.680
H -3.700 0.763 1.344 -0.145 0.278 0.064
C -3.153 2.355 2.710 0.227 0.103 -0.261
H -3.460 1.824 3.607 0.023 0.103 -0.164
C -2.627 3.646 2.802 -0.302 0.489 -0.057
H -2.585 4.153 3.759 0.028 -0.171 0.077
C -2.236 4.369 1.669 0.413 -0.374 -0.227
H -1.858 5.389 1.714 -0.104 -0.284 0.279
C -2.287 3.748 0.432 0.045 -0.400 -0.169
H -1.886 4.218 -0.474 -0.356 0.151 0.440
C -2.052 2.601 -2.614 -0.488 0.429 -0.461
C -2.955 3.266 -3.482 0.719 0.001 -0.111
H -4.036 3.066 -3.342 0.641 0.489 -0.425
C -2.465 4.148 -4.438 -0.063 -0.229 0.048
H -3.207 4.674 -5.050 0.693 -0.078 0.015
C -1.079 4.327 -4.539 -0.803 0.348 -0.234
H -0.749 5.038 -5.283 0.303 -0.007 0.036
C -0.167 3.628 -3.738 -0.673 -0.030 -0.275
H 0.900 3.782 -3.878 -0.162 -0.120 -0.005
C -0.641 2.736 -2.791 -0.841 -0.057 0.246
H 0.079 2.113 -2.270 -0.333 0.144 0.291
V 0.903 -1.447 -0.148 0.689 -0.532 2.568
C 1.667 -0.382 1.536 -0.515 -0.044 -0.235
C 1.574 0.964 1.585 0.515 0.235 -0.527
H 2.186 -0.964 2.323 -0.117 0.431 -0.632
C 0.697 1.678 0.520 1.055 0.103 1.137
O 1.362 2.888 0.014 -1.323 -0.909 -0.542
H 0.785 3.236 -0.709 0.649 -0.216 0.826
C 0.487 0.573 -0.376 0.581 -3.670 -2.584
H -0.289 1.930 0.930 0.131 0.296 0.266
C 0.402 -0.212 -1.469 -3.639 3.432 2.592
Cl -0.531 -3.022 -1.278 0.296 0.833 0.349
P 2.362 -0.967 -2.053 -0.391 -1.456 1.164
P -0.793 -2.069 1.832 0.676 -0.679 -0.180
C 2.639 -2.520 -2.881 0.520 0.121 -0.535
H 1.674 -2.980 -3.139 0.369 0.079 0.125
H 3.241 -3.165 -2.225 -0.344 0.117 -0.304
H 3.197 -2.233 -3.781 0.016 -0.625 -0.040
C 2.149 0.268 -3.330 0.071 0.276 -0.426
H 2.291 1.275 -2.918 -0.016 -0.231 -0.113
H 1.158 0.198 -3.803 0.470 -0.039 0.042
H 2.937 0.040 -4.047 -0.033 0.325 -0.294
C 3.802 -0.466 -1.109 0.594 0.195 -0.293
H 4.006 -1.169 -0.289 -0.165 0.134 -0.327
H 3.660 0.555 -0.727 0.083 -0.289 -0.130
H 4.609 -0.490 -1.852 0.285 0.212 0.373
C -0.804 -3.894 2.021 -0.163 0.263 0.000
H 0.217 -4.240 2.246 -0.456 0.138 -0.109
H -1.159 -4.341 1.080 0.196 0.084 0.376
H -1.492 -4.131 2.847 0.251 -0.140 -0.246
C -0.497 -1.541 3.564 -0.006 -0.002 -0.067
H -0.708 -0.466 3.652 0.098 -0.238 0.086
H 0.557 -1.733 3.816 -0.383 0.035 0.019
H -1.150 -2.114 4.240 0.241 0.271 -0.132
C -2.554 -1.645 1.580 -0.010 -0.066 -0.029
H -2.720 -1.423 0.513 -0.084 -0.108 0.394
H -2.796 -0.772 2.204 0.011 -0.410 -0.226
H -3.159 -2.511 1.885 -0.006 0.397 -0.124
P 2.532 1.916 2.716 -0.414 -0.726 -0.046
C 3.463 0.744 3.705 0.202 0.093 0.451
C 1.272 2.781 3.665 0.863 0.471 0.247
H 4.000 0.016 3.065 -0.335 0.468 0.293
H 2.794 0.218 4.407 0.330 0.157 -0.328
H 4.197 1.327 4.272 -0.050 -0.239 0.065
H 0.582 3.256 2.938 0.328 -0.188 0.572
H 1.826 3.530 4.262 -0.790 -0.140 -0.003
H 0.770 2.032 4.301 0.090 0.489 -0.260
C 3.692 3.061 1.957 -0.014 0.332 0.122
H 4.516 2.518 1.452 -0.529 0.262 0.262
H 4.107 3.691 2.771 -0.126 -0.276 -0.513
H 3.122 3.677 1.241 0.455 -0.213 0.289
H -0.568 -0.081 -1.961 0.954 -0.640 -1.968
C 4.692 -4.120 0.175 0.203 -0.366 0.142
Si 2.874 -4.372 0.646 0.817 -1.542 -0.184
C 2.098 -5.553 -0.644 -0.019 0.088 0.105
C 2.726 -5.180 2.355 0.193 -0.227 -0.039
O 2.214 -2.927 0.658 -1.939 2.783 -1.163
H 5.239 -5.077 0.147 -0.156 0.289 -0.062
H 5.241 -3.470 0.876 -0.233 -0.095 -0.168
H 4.765 -3.677 -0.830 0.070 -0.088 0.212
H 2.490 -6.589 -0.708 -0.017 0.610 0.274
H 1.018 -5.628 -0.435 0.249 0.019 -0.152
H 2.207 -5.115 -1.649 -0.133 -0.146 0.234
H 2.908 -4.505 3.203 -0.021 -0.011 -0.260
H 1.745 -5.648 2.505 0.144 0.084 -0.057
H 3.459 -5.997 2.441 -0.153 0.188 -0.041

no.,maximum force (eV/Å)
1,0.65
2,3.37
3,5.63